Entry 1:
ORCA calculation (ωB97M-V/def2-TZVPD) on C9H18N2O3 as an isolated structure in a non-equilibrium geometry.

The geometry in XYZ format:
```
32
Properties=species:S:1:pos:R:3:forces:R:3
C 0.210700 -1.169948 0.107142 -2.2776 0.2073 -2.6100
C -0.325835 0.131199 0.707109 0.2208 -2.6287 0.0172
C 0.833814 -0.639895 -1.196876 1.8374 2.1866 -0.7327
C 1.978889 0.515436 -0.903679 0.9690 1.5571 -1.2722
C 1.797686 -1.729284 -1.725409 -2.0716 -0.8548 -3.3708
C 2.989292 -1.912005 -0.836910 3.2940 -1.2375 0.6531
C -2.365210 1.564923 0.922310 -0.9918 -2.7839 -1.9808
C -2.101295 2.931525 0.508267 0.0399 2.9226 -2.5687
C -2.515761 1.286686 2.390311 -1.0644 0.3116 2.5411
H -1.191330 -2.305921 -1.241304 0.0309 0.5928 -1.8023
H -1.664146 -2.383981 0.352290 2.5411 0.5155 -1.6353
H 1.037940 -1.562074 0.659251 -0.3115 -0.5243 0.8956
H -0.070051 -0.214714 -1.810369 2.1122 -1.0284 0.4813
H 3.043041 0.357884 -1.704521 -3.8915 1.0417 2.1959
H 2.436136 0.337555 0.083410 -0.3023 0.0182 -0.4662
H 1.613630 1.657115 -0.818012 0.6997 -2.6526 -0.7299
H 1.217113 -2.677325 -1.925443 0.5143 0.5316 1.1081
H 2.110626 -1.624283 -2.865555 -0.2325 0.7220 2.3333
H 2.700992 -1.730139 0.562030 1.5936 -0.6900 -4.7905
H 3.266799 -3.028236 -1.092428 -0.0246 2.0822 1.3472
H 4.067524 -1.215071 -1.374531 -3.4180 -2.1530 2.4693
H -2.226514 -0.171233 -0.100050 2.0274 0.1921 0.1556
H -3.173056 1.310470 0.176728 -0.7480 0.8436 2.0778
H -2.645445 0.149881 2.459217 0.2878 1.6471 0.4184
H -1.558682 1.665494 3.006001 -2.2916 -1.0279 -1.4411
H -3.514669 1.786523 2.861381 2.5050 -1.0689 -1.1947
H -0.137067 2.578472 0.835013 -2.9056 2.9616 0.0072
N -0.828777 -2.212258 -0.340744 -0.6571 0.2555 5.2340
N -1.518554 0.491022 0.280337 -2.4784 0.8027 -0.3070
O 0.347938 0.793621 1.460257 0.8128 1.4061 0.7112
O -2.938418 3.591885 -0.109760 1.0508 -1.0341 1.5974
O -0.877309 3.426676 0.674537 3.1294 -3.1135 0.6589
```
Positions in Å, forces in eV/Å.

Calculated values
Gap between HOMO and LUMO (eV): 10.02
Relative energy (zero: lowest compared OMol25 entry of this formula, charge and spin) (kcal per mole): 164.3
LUMO energy (eV): 0.35


Entry 2:
ORCA calculation (ωB97M-V/def2-TZVPD) on C19H25DyNO4Sb2 as an isolated structure in a non-equilibrium geometry.

The geometry in XYZ format:
```
52
Properties=species:S:1:pos:R:3:forces:R:3
Dy -5.164033 -8.659615 15.037743 1.6079 0.0552 -0.7798
O -8.858072 -10.428675 13.077559 2.1877 1.5139 1.3654
C -7.894338 -9.852451 13.832914 -0.1510 -0.9567 -2.2268
O -6.756879 -9.463357 13.476161 -1.8838 -0.8409 0.0851
C -8.251933 -9.712381 15.238071 -0.1493 0.7181 0.9327
C -9.465010 -10.117960 15.756901 -1.3590 0.5207 1.9783
C -9.756307 -9.700163 17.101037 2.1234 -0.0399 -1.0739
C -8.752459 -9.057495 17.866266 0.8278 -0.7227 -1.4406
C -7.460154 -8.848318 17.294247 -3.1862 -0.6323 -2.3977
N -7.291016 -9.060595 15.929379 -0.8964 -0.6906 2.5245
C -6.258943 -8.415217 17.971663 3.6263 0.3919 1.7854
O -6.202618 -8.332944 19.313194 -1.4563 -0.1642 -2.2487
O -5.182992 -8.248505 17.316527 -2.4855 -0.2606 1.0421
H -8.663081 -10.397430 12.123481 0.1621 -0.1269 -0.0728
H -10.251463 -10.673100 15.208291 0.8701 0.4301 0.1268
H -10.676185 -9.936609 17.582304 -0.6964 -0.0878 0.0664
H -8.990931 -8.823230 18.885084 0.0496 0.1863 0.4046
H -7.111242 -8.499687 19.685810 1.1713 0.2408 0.0004
C -4.920306 -5.849978 15.451579 -0.7894 0.2796 0.4254
Sb -5.668770 -5.748876 13.396136 0.3870 -0.2897 -0.3637
C -4.278356 -4.296389 12.568172 0.2166 -0.1467 -0.2483
C -4.502403 -7.684478 12.621760 -1.1847 0.3666 0.1092
C -3.114709 -7.913099 13.050630 1.4292 -1.5018 -0.0081
C -2.129955 -6.991731 12.628696 -0.8794 -0.1633 0.6726
C -0.843570 -7.032486 13.101376 0.3735 -0.1348 0.7633
C -0.414624 -8.150915 13.840014 -0.2285 -0.0358 -0.3461
C -1.262412 -9.235283 13.940589 -0.0936 -0.4051 1.2114
C -2.640917 -9.154721 13.681214 0.1100 2.3980 -1.4868
C -3.445832 -10.350525 13.854857 -0.9727 -1.7125 1.1136
Sb -3.563512 -11.374301 16.130566 0.2524 -1.0021 -0.2487
C -3.590848 -13.436775 15.322839 -0.1156 1.1143 -0.3775
C -1.506027 -11.506398 16.902833 -0.2352 1.3280 -0.3523
H -4.493619 -4.852040 15.642125 0.2254 -0.5039 -0.0823
H -4.155786 -6.602147 15.691130 0.4719 0.4389 0.1419
H -5.750730 -5.917925 16.188565 0.4361 -0.1305 -0.4492
H -3.314292 -4.210755 13.105016 -0.6078 -0.1964 -0.1858
H -4.814399 -3.332270 12.618805 0.2347 -0.4296 -0.0959
H -4.089214 -4.564078 11.499380 -0.2572 0.2862 0.8316
H -4.607316 -7.258065 11.605090 0.2414 -0.5549 0.3576
H -5.136075 -8.592085 12.655522 0.3707 0.6096 -0.6597
H -2.471054 -6.226459 11.951576 0.1821 0.3739 0.0709
H -0.200291 -6.170223 12.985337 0.1844 -0.1886 -0.3401
H 0.565465 -8.220044 14.303134 0.0028 0.1427 -0.4144
H -0.899904 -10.188617 14.362206 -0.0355 0.6517 -0.2486
H -2.857335 -11.275733 13.678693 -0.5167 0.6350 -0.4230
H -4.438857 -10.437240 13.320061 1.0698 -0.0634 0.2667
H -2.841484 -13.489458 14.519036 -0.2712 0.0075 0.2794
H -4.588617 -13.604205 14.938417 -0.0836 -0.1473 -0.2237
H -3.380097 -14.185586 16.073748 0.1470 0.1339 0.3952
H -0.817599 -11.565001 16.048984 -0.1670 0.1456 0.2868
H -1.372151 -12.434363 17.482790 -0.4413 0.5428 0.0023
H -1.363711 -10.542248 17.474142 0.1817 -1.3821 -0.4450
```
Positions in Å, forces in eV/Å.

Calculated values
Total charge: +3
Gap between HOMO and LUMO (alpha / beta) (eV): 5.06 / 5.13
LUMO energy (alpha / beta) (eV): -11.20 / -11.17
Spin multiplicity: 6
Expectation value of S²: 9.341


Entry 3:
ORCA calculation (ωB97M-V/def2-TZVPD) on C39H39N5O3PSW as an isolated structure in a non-equilibrium geometry.

The geometry in XYZ format:
```
89
Properties=species:S:1:pos:R:3:forces:R:3
W -0.496397 -0.435542 -0.128509 -1.3377 1.0313 -0.8030
C -1.494032 2.252148 3.504585 -0.2300 -0.0039 -0.3066
C -1.536131 1.619005 2.247703 -0.0874 0.3350 0.1900
N -0.645397 0.738949 1.854887 0.4824 -0.4503 0.0942
C 0.423790 0.468031 2.688946 -0.1437 -0.0308 -0.2587
C 0.595053 1.151304 3.904744 0.0703 0.0682 0.1199
C -0.433642 2.026532 4.318807 0.1913 0.0142 0.2342
C 1.783029 0.977291 4.653534 -0.2251 0.0885 -0.0087
C 2.756690 0.177988 4.143794 0.1871 -0.2186 -0.2125
C 2.566868 -0.562522 2.955168 0.1690 0.1358 0.2807
C 1.378320 -0.510067 2.249398 -0.3115 -0.1384 -0.0429
N 0.990066 -1.246857 1.149506 0.5440 -0.1801 0.1991
C 1.605502 -2.414924 0.732247 -0.2347 0.1416 0.0255
C 2.628710 -3.121056 1.342276 0.1563 -0.2306 -0.0313
C 3.236600 -4.226670 0.713073 0.0180 0.1600 0.2364
C 2.824987 -4.669344 -0.505366 -0.0958 -0.0231 -0.1047
C 1.685927 -4.072977 -1.088237 -0.2353 -0.2435 -0.1235
C 1.085706 -4.589221 -2.260812 0.2700 -0.1699 0.0337
C -0.081971 -4.065485 -2.707062 -0.3472 0.2483 -0.0125
C -0.657041 -2.976514 -2.024914 0.1370 -0.2742 -0.1981
N -0.107609 -2.424613 -0.958597 0.4075 -0.1610 0.1670
C 1.052742 -2.986582 -0.463114 0.1338 0.2730 0.2942
H -2.287470 2.936148 3.774272 0.0095 -0.0200 -0.0148
H -2.314879 1.872890 1.547145 -0.0271 0.0117 0.0314
H -0.347138 2.528310 5.276312 0.0166 -0.0277 -0.0298
H 1.908495 1.505461 5.589724 -0.0045 0.0025 -0.0312
H 3.700729 0.083856 4.665963 -0.0021 -0.0309 -0.0327
H 3.390329 -1.152959 2.594884 0.0145 0.0090 0.0522
H 2.968199 -2.858135 2.326655 0.0402 -0.0200 -0.0140
H 4.057728 -4.720416 1.217176 -0.0142 0.0207 0.0184
H 3.307614 -5.499973 -1.003321 -0.0263 0.0123 0.0031
H 1.555551 -5.422065 -2.771849 -0.0015 0.0341 0.0244
H -0.584274 -4.452709 -3.582730 0.0032 0.0116 0.0178
H -1.576793 -2.552534 -2.387832 -0.0219 0.0046 -0.0419
S -1.724040 -0.315686 -4.591853 -0.0437 0.0163 -0.0106
C -3.167097 -0.756235 -3.786237 -0.0895 -0.0133 -0.1438
C -3.065792 -0.728538 -2.443291 0.1413 0.2645 0.3510
C -1.756052 -0.307635 -1.930820 0.5655 -0.7906 -0.5871
C -0.916746 -0.139130 -3.057609 -0.2317 -0.0336 -0.0803
C 0.492551 -0.147021 -2.965700 0.1810 -0.1514 -0.1957
C 1.364995 -0.196091 -4.079517 -0.1494 0.1991 0.0934
C 2.707732 -0.337062 -3.886023 0.1963 -0.0141 0.0603
C 3.210165 -0.433687 -2.576719 0.0199 0.0084 -0.1773
C 2.321926 -0.383899 -1.544280 -0.2080 0.1033 0.1397
N 0.986046 -0.240234 -1.710353 0.1212 -0.0460 -0.1649
H -4.060986 -0.971182 -4.353540 0.0344 0.0035 0.0114
H -3.929679 -0.891819 -1.814116 0.0130 0.0010 -0.0365
H 0.957338 -0.118359 -5.078406 -0.0223 -0.0171 0.0212
H 3.379423 -0.380139 -4.734451 -0.0168 0.0032 0.0231
H 4.265320 -0.550805 -2.374750 -0.0071 0.0047 -0.0270
H 2.654422 -0.447621 -0.519458 -0.0020 -0.0512 0.0278
C -2.120426 -1.777338 2.293870 -0.0274 -0.0146 -0.1095
N -2.382395 -1.418012 0.872264 0.0779 0.0190 -0.0928
C -2.786501 -2.703148 0.242744 -0.0120 0.0954 0.0939
C -3.545610 -0.469305 0.795598 0.0309 -0.0960 0.1328
C -3.315508 0.796556 0.004800 0.0518 -0.2607 -0.1202
C -4.283295 1.775470 0.094503 -0.1020 0.2358 -0.0934
C -4.099214 3.019380 -0.511325 -0.0652 -0.1249 0.1017
C -2.927541 3.259208 -1.207667 0.0691 -0.0885 -0.0748
C -1.985046 2.249382 -1.343003 0.1283 0.0629 -0.3119
C -2.129447 0.989412 -0.754067 -0.1539 0.3472 1.2216
H -2.987845 -2.302637 2.701671 -0.0041 -0.0173 0.0292
H -1.934785 -0.894211 2.890639 -0.0074 0.0233 0.0419
H -1.249548 -2.428404 2.336270 0.0252 -0.0096 0.0139
H -3.663986 -3.091202 0.766547 -0.0172 -0.0225 -0.0301
H -1.977959 -3.421078 0.330645 -0.0006 -0.0409 0.0238
H -3.032209 -2.556482 -0.801498 0.0101 -0.0169 -0.0309
H -3.813947 -0.191346 1.817603 -0.0076 0.0035 0.0152
H -4.408275 -1.012750 0.402100 -0.0266 0.0170 -0.0133
H -5.182583 1.589700 0.674908 0.0206 0.0113 -0.0168
H -4.863523 3.781562 -0.434564 0.0139 -0.0109 0.0120
H -2.757377 4.219132 -1.679308 -0.0029 -0.0255 0.0015
H -1.128395 2.406131 -1.991307 0.0016 0.0622 0.0669
C 3.644427 1.885423 0.579718 -0.0487 0.0926 -0.1316
O 2.410247 2.590016 0.741869 0.1770 -0.0005 0.3028
P 1.065271 2.183431 -0.060124 -0.2151 -0.1426 -0.0392
O 0.181313 3.460535 0.344508 -0.1178 -0.0757 0.2734
C 0.323129 4.322051 1.478014 0.1345 0.0793 -0.1167
O 1.414723 2.536798 -1.577904 0.1580 0.0833 -0.2899
C 1.892978 3.846223 -1.932689 -0.0667 -0.0060 -0.0081
H 4.393243 2.424507 1.151956 0.0003 0.0352 0.0328
H 3.933105 1.868354 -0.472608 0.0273 -0.0147 -0.0024
H 3.571303 0.868213 0.959012 -0.0346 -0.0296 0.0550
H 0.541090 5.324206 1.113114 0.0394 0.0235 0.0130
H 1.129418 3.993540 2.131712 -0.0427 -0.0130 0.0082
H -0.619882 4.337789 2.017208 -0.0284 -0.0101 0.0039
H 2.323447 3.769681 -2.926219 0.0006 -0.0369 -0.0277
H 2.650565 4.188159 -1.228337 0.0121 -0.0055 0.0074
H 1.061652 4.549450 -1.941989 -0.0042 0.0054 -0.0017
```
Positions in Å, forces in eV/Å.

Calculated values
Total charge: +1
Gap between HOMO and LUMO (alpha / beta) (eV): 5.67 / 5.68
LUMO energy (alpha / beta) (eV): -2.85 / -2.95


| no. | E_tot (Eh) |
| --- | --- |
| 1 | -688.75184 |
| 2 | -2459.26247 |
| 3 | -2815.52827 |